{"formula": "C24H14Br2Co2O6Zn", "method": "wB97M-V/def2-TZVPD", "homo_lumo_gap_ha": 0.1969, "spin_multiplicity": 1, "total_energy_ha": -11067.3131, "total_charge": -2, "lumo_energy_ev": 3.66, "mol_weight_g_mol": 741.43, "largest_force_ev_per_a": 5.6, "elements": ["O", "C", "Co", "C", "O", "C", "O", "C", "C", "C", "C", "C", "C", "C", "C", "C", "Co", "C", "O", "C", "O", "C", "O", "H", "H", "H", "H", "H", "H", "H", "Br", "Zn", "Br", "C", "C", "C", "C", "C", "C", "C", "C", "C", "H", "H", "H", "H", "H", "H", "H"], "xyz": [[-3.9493, 1.8121, -2.4534], [-3.1594, 1.3402, -1.7846], [-1.9255, 0.5766, -0.6975], [-2.6249, -0.6657, 0.3848], [-3.0183, -1.4430, 1.1170], [-0.6586, -0.2777, -1.6846], [0.1601, -0.8104, -2.2684], [-1.6264, 2.1509, 0.5790], [-0.3980, 1.3797, 0.4388], [-0.1210, 0.2800, 1.3896], [1.0703, -0.4221, 1.3957], [1.1840, -1.6948, 2.0256], [2.3356, -2.4223, 1.9250], [3.4178, -1.9236, 1.2206], [3.3560, -0.6748, 0.6195], [2.2084, 0.0626, 0.6932], [-0.2401, 3.2881, -0.3605], [-1.3984, 4.1642, -1.4945], [-2.1117, 4.7007, -2.2010], [1.1568, 2.6912, -1.3476], [2.0511, 2.2853, -1.9235], [0.4100, 4.2658, 0.9974], [0.8394, 4.8572, 1.8704], [-1.7607, 2.5574, 1.5831], [-0.9531, -0.1163, 1.9443], [0.3208, -2.1303, 2.4973], [2.3852, -3.4081, 2.3626], [4.3143, -2.5129, 1.1382], [4.2011, -0.3004, 0.0541], [2.1430, 0.9906, 0.1500], [-0.2597, -7.3545, 5.8355], [1.0172, -5.4094, 6.1646], [1.5166, -4.0848, 4.2973], [-0.3810, -4.0862, 6.9140], [-1.1325, -3.7081, 5.6830], [-0.9991, -2.4175, 5.3503], [-0.1577, -1.7809, 6.3781], [0.2050, -2.7712, 7.2971], [0.9755, -2.4516, 8.3973], [1.3726, -1.1427, 8.5884], [1.0091, -0.1580, 7.6845], [0.2443, -0.4662, 6.5752], [-1.0213, -4.4954, 7.7025], [-1.6587, -4.4288, 5.0782], [-1.4354, -1.9300, 4.4943], [1.2384, -3.2230, 9.0962], [1.9530, -0.8831, 9.4578], [1.3121, 0.8631, 7.8550], [-0.0427, 0.2941, 5.8702]], "atomic_forces_ev_per_a": [[-0.7, 0.2, -0.4], [1.7, -0.3, 0.7], [0.1, 0.3, 0.4], [-0.2, 0.2, -0.3], [-0.5, -0.7, 0.6], [-1.3, 0.4, -0.3], [0.5, -0.2, 0.0], [2.4, -0.9, -0.7], [-1.6, 0.6, 3.3], [-2.0, 3.6, -3.8], [3.0, -1.9, 0.1], [-0.7, 1.3, -0.7], [0.7, -0.4, -0.5], [0.1, 0.1, 0.1], [0.5, -0.3, -0.1], [-1.0, 0.1, 0.2], [0.2, -1.3, -0.6], [1.5, -1.3, 1.5], [-0.7, 0.6, -0.6], [-1.4, 1.4, 0.6], [0.9, -0.6, -0.6], [-0.7, -0.7, -1.3], [0.5, 0.7, 1.0], [-1.1, -0.4, -0.2], [-0.1, 0.2, 0.4], [-0.2, 0.0, 0.3], [0.2, 0.3, -0.3], [0.2, -0.2, 0.0], [0.0, 0.0, 0.0], [-0.1, 0.1, 0.2], [0.2, -0.8, 0.1], [-1.3, 0.7, -0.4], [1.2, -1.0, 0.2], [0.0, 1.0, 0.3], [-0.4, -0.6, 0.3], [0.2, 0.6, 0.9], [-0.5, -0.1, -0.6], [-0.3, -0.6, 0.2], [-0.1, 0.1, 0.0], [0.1, -0.1, 0.3], [-0.1, 0.3, -0.1], [0.0, -0.2, -0.1], [0.2, -0.3, -0.1], [-0.2, -0.1, 0.0], [0.0, 0.1, -0.1], [0.2, -0.3, 0.3], [0.2, 0.1, 0.2], [0.1, 0.2, 0.0], [0.0, 0.3, -0.2]]}

---

{"formula": "C3H7NS", "method": "wB97M-V/def2-TZVPD", "homo_lumo_gap_ha": [0.2872, 0.2873], "e_above_lowest_kcal_mol": 34.6, "spin_multiplicity": 1, "total_energy_ha": -571.3838, "total_charge": 0, "lumo_energy_ev": [0.33, 0.33], "mol_weight_g_mol": 89.16, "largest_force_ev_per_a": 4.1, "smiles": "CC(C)=[NH+][S-]", "elements": ["C", "C", "C", "N", "S", "H", "H", "H", "H", "H", "H", "H"], "xyz": [[0.1721, 1.0938, 0.1724], [0.1128, -0.3380, 0.4572], [-0.8370, -1.1953, -0.2824], [0.9287, -0.7352, 1.4067], [1.1341, -2.3355, 1.8503], [0.3548, 1.7450, 1.1490], [-0.7346, 1.5014, -0.3013], [0.9577, 1.5570, -0.4045], [-1.8329, -0.6799, -0.4933], [-0.7661, -2.2743, 0.1452], [-0.5217, -1.2056, -1.3980], [1.3631, -0.0174, 2.0279]], "atomic_forces_ev_per_a": [[-0.7, 3.6, 1.8], [1.0, 0.8, 0.8], [0.4, -1.2, -1.8], [-1.3, 0.1, -0.3], [0.5, -0.8, 0.6], [-0.7, -1.4, -1.5], [0.1, -0.3, 0.3], [0.7, -0.9, -0.7], [1.0, -0.8, 1.3], [-0.7, 1.9, -0.8], [0.1, -0.4, 1.6], [-0.3, -0.6, -1.1]]}

---

{"formula": "C15H35BBrClIO8P2", "method": "wB97M-V/def2-TZVPD", "homo_lumo_gap_ha": 0.2360, "spin_multiplicity": 1, "total_energy_ha": -5234.1569, "total_charge": -1, "lumo_energy_ev": 2.13, "mol_weight_g_mol": 658.46, "largest_force_ev_per_a": 1.8, "elements": ["C", "C", "C", "Cl", "P", "Br", "C", "C", "C", "C", "O", "B", "O", "O", "P", "O", "I", "H", "H", "H", "H", "H", "H", "H", "H", "H", "H", "H", "H", "H", "H", "H", "H", "H", "H", "H", "O", "C", "O", "C", "C", "C", "H", "H", "H", "H", "H", "H", "H", "H", "O", "C", "O", "C", "C", "C", "H", "H", "H", "H", "H", "H", "H", "H"], "xyz": [[4.8597, 0.6884, 2.3994], [3.4673, 0.2135, 2.8705], [2.8889, -0.9180, 2.0158], [2.0454, -2.1304, 3.0723], [2.0460, -0.6131, 0.2874], [1.4418, -0.3276, -2.1176], [0.2305, -0.7467, 0.7849], [-0.5245, 0.3025, 1.6155], [-1.9449, -0.2848, 1.8122], [-0.0049, 0.7265, 2.9952], [2.0679, -2.3346, 0.0351], [2.6318, -2.9123, -1.0489], [1.9018, -3.8534, -1.7519], [3.9758, -2.6943, -1.4379], [2.0384, 1.7552, 0.5062], [3.5795, 2.1097, -0.0032], [0.7232, 2.8019, -1.3355], [5.6164, 0.4576, 3.1475], [5.1501, 0.1769, 1.4829], [4.8784, 1.7528, 2.1852], [3.6414, -0.2449, 3.8472], [2.7927, 1.0378, 3.0866], [3.7564, -1.4952, 1.7027], [3.3572, -0.4655, -0.2320], [0.0099, -1.7602, 1.1121], [-0.2609, -0.7023, -0.1869], [-0.7186, 1.1975, 1.0201], [-1.8691, -1.1582, 2.4632], [-2.3463, -0.5784, 0.8423], [-2.5813, 0.4726, 2.2680], [-0.8413, 0.8588, 3.6847], [0.4843, 1.6995, 2.9429], [0.6918, 0.0288, 3.4485], [2.4994, -4.3592, -2.3175], [4.5610, -3.3552, -1.0509], [3.5893, 2.4569, -0.9047], [-5.3777, 2.6901, 3.2322], [-5.8660, 1.7448, 3.7818], [-5.1423, 0.6119, 3.8975], [-5.5557, -0.5031, 4.6878], [-6.4835, -1.4297, 3.9294], [-7.2965, 1.7647, 4.2786], [-5.9894, -0.1678, 5.6317], [-4.6303, -1.0225, 4.9307], [-7.4151, -0.9328, 3.6576], [-6.7240, -2.3036, 4.5357], [-6.0041, -1.7618, 3.0090], [-7.9528, 1.5207, 3.4438], [-7.5178, 2.7745, 4.6133], [-7.4982, 1.0813, 5.0990], [0.9305, 1.2661, -9.5415], [1.2170, 0.8385, -8.4533], [1.1601, 1.6629, -7.3972], [1.3187, 1.1971, -6.0414], [2.7679, 1.1054, -5.6283], [1.7089, -0.5810, -8.2680], [0.7929, 0.2537, -5.8988], [0.8037, 1.9364, -5.4321], [3.3192, 0.3777, -6.2259], [2.8271, 0.8063, -4.5826], [3.2623, 2.0699, -5.7517], [2.7787, -0.6022, -8.4728], [1.2005, -1.2071, -8.9966], [1.5315, -0.9932, -7.2793]], "atomic_forces_ev_per_a": [[-0.3, 0.0, -0.3], [0.4, -0.4, 0.9], [0.2, 0.2, -0.3], [-0.2, 0.1, 0.0], [0.1, -0.4, 1.8], [0.1, -0.7, -1.3], [-0.3, 0.4, -0.9], [-0.8, -0.4, 0.4], [0.6, 0.2, -0.1], [0.1, 0.4, 0.0], [0.0, 0.5, -0.4], [-0.1, -0.1, -0.2], [0.3, -0.4, 0.2], [0.1, -0.2, 0.1], [-0.2, 0.3, 0.4], [0.0, 0.1, -0.4], [0.0, 0.5, 0.4], [0.0, 0.1, 0.1], [0.0, 0.1, -0.1], [0.1, 0.1, 0.0], [-0.1, 0.0, 0.1], [-0.1, 0.0, -0.4], [0.0, -0.1, -0.2], [-0.1, 0.1, -0.3], [0.4, 0.0, 0.4], [0.0, -0.1, -0.1], [0.4, 0.1, -0.1], [-0.2, -0.1, 0.0], [-0.2, -0.1, 0.1], [-0.2, -0.1, 0.0], [-0.1, -0.1, 0.0], [0.2, 0.0, 0.0], [-0.1, -0.2, 0.0], [-0.3, 0.3, -0.1], [0.0, 0.2, 0.0], [0.1, -0.3, 0.0], [0.0, 0.0, 0.0], [-0.2, -0.1, -0.1], [0.1, 0.1, 0.0], [0.0, -0.1, 0.0], [0.0, 0.1, -0.1], [0.1, 0.0, 0.3], [0.0, 0.0, 0.0], [0.0, 0.0, 0.0], [0.0, 0.0, 0.0], [0.0, 0.0, 0.0], [0.0, 0.0, 0.0], [0.0, 0.0, 0.0], [0.0, 0.0, -0.1], [0.0, -0.1, -0.1], [0.0, 0.0, 0.0], [0.2, 0.0, 0.0], [-0.1, 0.0, 0.0], [0.1, 0.0, 0.2], [0.1, 0.0, -0.1], [-0.3, -0.1, 0.1], [0.0, 0.0, 0.0], [0.0, 0.0, -0.1], [0.0, -0.1, 0.0], [0.0, 0.0, 0.1], [-0.1, 0.0, 0.0], [0.0, 0.0, 0.0], [0.1, 0.0, -0.1], [0.1, 0.0, 0.0]]}

---

{"formula": "C3H10N2O2", "method": "wB97M-V/def2-TZVPD", "homo_lumo_gap_ha": 0.3109, "e_above_lowest_kcal_mol": 94.8, "spin_multiplicity": 1, "total_energy_ha": -380.1856, "total_charge": 0, "lumo_energy_ev": 0.36, "mol_weight_g_mol": 106.12, "largest_force_ev_per_a": 2.9, "smiles": "CC=O.C=O.NN", "elements": ["C", "C", "O", "H", "H", "H", "H", "C", "O", "H", "H", "N", "N", "H", "H", "H", "H"], "xyz": [[-1.7513, -0.8022, -0.4606], [-0.8635, -0.8066, 0.7580], [-1.2638, -1.0124, 1.8741], [-2.8036, -0.7497, -0.1860], [-1.5729, -1.7107, -1.0422], [-1.4817, 0.0426, -1.0921], [0.3437, -0.7116, 0.4761], [-0.4972, 1.8174, 1.1955], [0.0348, 2.0357, 0.1223], [-1.5817, 1.9332, 1.3389], [0.0703, 1.5566, 2.1009], [1.8688, -0.1661, -0.1229], [1.9611, -0.4132, -1.5601], [1.6186, 0.8307, -0.0451], [2.8167, -0.2331, 0.2392], [1.0323, -0.1833, -1.9252], [2.0695, -1.4273, -1.6708]], "atomic_forces_ev_per_a": [[-0.2, 0.2, 0.2], [2.4, -0.9, -1.4], [-0.3, 0.3, 0.5], [-0.1, 0.0, 0.0], [0.1, 0.0, 0.1], [0.0, 0.1, -0.1], [-2.8, -0.2, 1.0], [0.4, 0.8, -0.7], [-0.6, -0.2, 1.0], [0.0, -0.1, -0.1], [0.1, -0.1, -0.1], [0.8, 0.6, -0.1], [-0.1, -0.2, -0.1], [0.3, -0.5, 0.0], [0.0, 0.0, -0.1], [0.3, -0.2, 0.0], [-0.2, 0.4, 0.1]]}

---

{"formula": "CH15NO5", "method": "wB97M-V/def2-TZVPD", "homo_lumo_gap_ha": 0.3861, "e_above_lowest_kcal_mol": 20.4, "spin_multiplicity": 1, "total_energy_ha": -478.0347, "total_charge": 0, "lumo_energy_ev": 0.49, "mol_weight_g_mol": 121.13, "largest_force_ev_per_a": 1.5, "smiles": "CN.O.O.O.O.O", "elements": ["C", "N", "H", "H", "H", "H", "H", "O", "H", "H", "O", "H", "H", "O", "H", "H", "O", "H", "H", "O", "H", "H"], "xyz": [[-1.5458, -0.7237, 0.8234], [-0.9340, -0.1535, 2.0441], [-1.9786, -1.7293, 0.9114], [-0.8340, -0.8296, 0.0055], [-2.2736, 0.0231, 0.4662], [-1.3542, -0.6513, 2.8283], [0.0225, -0.5125, 2.0334], [-0.1208, -1.7803, -3.8466], [0.6012, -1.2250, -4.1520], [-0.9303, -1.4022, -4.1980], [1.1051, -2.9567, -0.8653], [1.5115, -2.1557, -0.5008], [1.1707, -2.8759, -1.8267], [1.2356, 2.5267, -0.3376], [1.7136, 3.2809, -0.7062], [0.9867, 2.8575, 0.5390], [-1.3843, 2.6481, 1.7002], [-1.3833, 1.6891, 1.9174], [-2.2362, 2.7811, 1.2821], [2.1467, 0.0502, 0.6178], [1.7818, 0.6782, -0.0201], [2.6995, 0.4607, 1.2845]], "atomic_forces_ev_per_a": [[-0.4, 0.6, -0.7], [0.3, -1.4, -0.1], [-0.2, 0.4, 0.3], [0.3, 0.2, 0.2], [-0.2, -0.6, 0.0], [0.0, 0.4, 0.0], [0.0, 0.5, 0.2], [0.2, -0.2, 0.2], [-0.1, 0.1, -0.1], [0.0, 0.1, 0.0], [0.1, 0.2, 0.0], [0.0, -0.2, -0.1], [-0.1, 0.1, 0.3], [0.2, 0.6, 0.2], [0.0, -0.3, -0.2], [-0.4, -0.3, -0.1], [-0.1, -0.2, 0.1], [0.5, 0.1, 0.0], [-0.1, 0.2, -0.1], [-0.3, -1.3, -0.1], [0.4, 0.6, 0.5], [-0.1, 0.5, -0.4]]}